Record 1
This record from the OMol25 dataset describes a cluster of 13 separate species, C66H86O22 in total. The level of theory is the ωB97M-V functional and the def2-TZVPD basis.

Values from the calculation:
Spin multiplicity: 1
HOMO-LUMO gap (eV): 7.93

```
174
C66H86O22 (the ωB97M-V functional and the def2-TZVPD basis)
H 14.615 16.569 10.674
H 12.456 16.870 11.037
C 10.988 18.098 19.239
H 12.767 12.337 20.696
C 12.739 12.579 14.073
H 17.401 8.134 15.210
H 19.743 13.093 18.970
H 12.452 20.851 16.348
C 13.282 18.853 19.546
C 15.860 21.394 12.594
O 13.965 12.069 14.084
H 8.273 13.681 14.047
C 14.383 23.260 13.009
H 9.160 15.239 20.883
C 19.275 12.884 16.904
H 20.234 16.525 16.482
H 14.198 19.824 15.560
H 10.118 17.147 14.059
C 11.903 19.877 12.378
C 10.580 17.941 10.897
H 6.661 18.503 14.524
H 19.513 20.548 16.783
H 13.865 17.865 14.192
C 16.729 16.754 10.943
H 13.702 10.905 22.972
H 10.683 17.456 15.576
H 16.118 9.986 13.055
H 17.565 16.537 21.806
H 12.638 17.361 17.102
H 17.436 17.379 13.706
C 16.662 14.582 19.754
C 12.189 18.014 19.909
O 18.267 9.911 14.662
O 13.936 18.558 12.433
C 10.232 13.690 13.923
H 11.059 13.660 21.619
H 17.386 18.254 18.177
H 15.352 11.179 23.521
H 11.642 16.516 21.099
C 17.847 18.095 14.385
H 12.807 15.210 18.424
H 17.021 17.206 16.165
H 11.850 13.004 17.435
H 14.940 11.554 21.804
C 9.374 14.751 18.853
C 20.071 15.459 16.550
C 13.369 16.653 16.854
O 18.060 18.912 17.971
H 18.126 16.143 19.560
H 12.510 20.707 12.719
O 14.535 13.393 17.798
C 10.586 20.019 11.990
H 18.397 18.764 11.902
C 19.214 19.991 14.723
O 15.718 23.272 11.028
C 18.250 18.905 16.602
H 9.869 14.301 16.824
H 16.309 22.728 10.515
H 8.518 15.752 15.096
H 19.674 15.379 14.523
C 11.938 17.787 11.256
C 16.226 9.786 15.806
H 13.826 20.557 18.298
C 19.025 19.913 16.103
H 10.124 17.185 10.248
H 15.887 19.884 14.169
H 14.617 12.648 13.751
C 15.508 16.122 11.026
H 15.632 14.388 20.043
C 10.089 14.143 17.830
C 17.817 14.942 12.150
H 18.936 9.452 14.119
H 18.863 11.727 14.648
H 14.028 24.244 12.630
C 11.340 14.553 13.672
O 16.473 13.263 13.179
H 8.219 20.090 11.301
C 9.890 19.101 11.309
C 9.956 17.804 14.907
C 19.226 13.420 15.639
H 17.346 13.025 13.541
O 16.870 18.085 10.485
H 13.450 14.581 13.707
C 14.471 13.277 24.783
C 13.975 22.614 14.162
H 16.824 14.306 18.730
H 16.812 8.320 12.798
H 19.920 20.714 14.269
H 14.375 14.377 24.950
C 18.619 19.115 13.826
C 14.562 11.598 22.847
C 17.037 9.099 14.761
H 13.863 13.199 18.457
C 19.580 14.734 15.434
C 20.112 14.932 17.820
C 13.103 19.749 18.450
O 19.015 19.177 12.508
H 18.753 14.575 12.609
C 10.814 13.890 20.550
H 16.811 9.886 16.726
H 9.967 18.978 17.726
H 16.463 20.805 11.893
H 7.687 17.622 13.406
C 17.660 17.988 15.747
H 15.072 13.643 22.789
O 11.550 20.627 16.747
H 15.411 12.868 25.179
C 10.891 18.982 18.233
H 17.042 17.874 20.865
H 16.540 18.111 9.579
C 15.461 14.904 11.673
C 14.193 16.860 15.745
C 14.375 14.573 17.153
C 12.586 13.936 13.765
C 15.010 15.837 15.211
C 11.187 13.423 18.185
O 14.252 20.791 15.779
C 15.192 14.718 16.029
H 18.898 11.855 17.059
O 8.978 14.320 13.794
H 18.805 16.669 11.342
H 20.271 16.550 18.864
H 11.772 10.709 14.194
C 11.854 19.807 17.801
C 16.311 8.994 13.443
O 12.442 16.993 20.845
O 8.244 15.518 18.648
H 8.122 15.768 17.684
H 11.243 15.642 13.507
H 13.232 14.193 22.178
C 15.517 20.835 13.810
C 14.352 12.973 23.300
O 13.953 18.008 15.144
H 15.339 8.509 13.616
C 8.538 17.783 15.360
O 13.084 13.415 22.688
C 13.438 15.511 17.584
O 20.570 15.625 18.918
H 15.765 16.663 21.420
C 12.590 18.706 12.055
C 7.666 18.320 14.173
C 16.552 14.308 12.342
H 13.278 23.050 14.848
H 10.054 20.896 12.335
H 8.178 19.211 13.846
C 14.543 21.423 14.577
C 9.777 14.668 20.164
C 11.574 13.257 19.528
H 15.300 9.283 16.071
C 16.768 16.834 21.040
H 14.180 18.835 20.116
H 13.604 12.856 25.271
H 15.550 16.025 14.302
C 19.777 13.573 17.979
O 16.329 16.755 18.667
O 18.827 12.690 14.529
C 10.361 12.320 14.181
H 15.776 13.785 15.809
H 15.330 16.861 18.720
H 17.325 13.984 20.410
C 15.346 22.649 12.216
H 14.558 14.324 11.704
H 9.536 11.666 14.346
H 8.274 18.342 16.269
C 17.017 16.090 19.749
C 17.881 16.173 11.522
H 16.062 10.789 15.403
O 12.702 12.438 19.734
H 14.268 19.472 12.457
H 10.263 18.828 14.564
H 10.204 17.388 19.385
O 8.225 16.436 15.736
C 11.627 11.783 14.215
O 8.553 19.236 10.991
```

Record 2
This record from the OMol25 dataset describes a cluster of 9 separate species, C67H151N8O in total. The level of theory is the ωB97M-V functional and the def2-TZVPD basis.

Values from the calculation:
Energy relative to the best compared isomer or geometry (same formula, charge and spin) (eV): 0.000
Spin multiplicity: 1
Charge: +7
HOMO-LUMO gap (eV): 4.08

```
227
C67H151N8O (the ωB97M-V functional and the def2-TZVPD basis)
H 0.275 -1.208 2.510
H -1.254 8.868 7.732
H -0.161 7.118 7.194
C 7.199 1.648 5.883
H -2.040 -7.909 -9.266
H 2.397 10.591 -0.877
H 3.340 7.880 -5.211
H -2.744 -3.193 -7.924
C 2.916 10.768 -1.819
H -13.236 1.361 7.354
H -0.543 -6.117 -10.231
H -12.160 -1.149 3.969
C -0.811 -5.061 -10.201
H -13.960 2.056 5.387
N 8.075 2.831 7.771
N -1.623 -4.859 -8.893
C -2.277 -7.222 -8.453
H 4.793 -13.087 1.051
H -3.022 -7.695 -7.814
C 9.857 -4.640 -3.033
C 1.903 8.492 -2.252
C 6.232 1.363 7.015
C 3.692 -11.229 1.117
H 4.738 -12.789 -2.910
H 4.606 -10.945 1.638
C -1.208 -1.006 -8.163
H 4.962 9.195 -3.687
C 3.851 -10.942 -1.318
H 5.972 3.043 8.392
C 4.433 -15.787 -2.714
H 2.863 -11.328 1.819
C -14.154 -0.687 5.642
H 6.762 1.761 9.159
C -0.797 6.310 6.831
N -11.159 3.027 -5.424
C -11.386 4.389 -6.090
O 0.164 0.800 0.820
H -11.419 2.112 -7.426
C -9.196 3.798 -3.894
H 9.996 -2.929 -5.017
C 6.164 -11.965 -0.813
C 6.674 2.236 8.182
H -14.939 -1.299 3.602
H -3.946 7.707 6.757
H 12.683 -3.833 -5.079
C 8.307 4.215 8.351
N -2.266 6.462 7.379
H 7.579 4.831 7.822
C -13.360 2.446 -4.845
C 1.892 7.636 -3.473
H 6.606 1.759 4.975
H 6.677 -12.891 -0.553
C 4.271 11.597 -1.734
H -11.514 1.272 6.744
C 8.043 2.844 6.252
H 10.567 1.101 11.321
H 5.197 1.536 6.723
H 0.222 -5.021 -7.687
C 10.373 -2.581 -4.055
H -1.605 4.638 9.793
H -12.318 -0.151 7.412
C -3.101 5.248 6.962
H -7.453 4.043 -2.542
C 13.018 -6.731 -5.300
C -2.309 8.998 7.493
H 4.912 13.575 -1.986
H 12.641 -2.558 -2.426
C 11.912 -3.337 -2.203
C -9.652 2.895 -5.035
C 4.325 -13.238 -2.007
C -1.010 -6.898 -7.625
H -11.565 1.871 -3.712
C -0.817 -5.344 -7.626
H -9.129 -1.404 4.161
H 3.163 -13.149 0.315
H 9.502 2.793 10.210
C -11.998 2.754 -4.181
H 1.380 -1.661 -0.908
H -11.090 5.223 -5.454
H 7.870 0.806 5.708
H 13.584 -7.555 -4.867
N 4.655 -12.201 -0.898
H 5.275 9.067 -1.422
C -11.787 -0.650 4.863
H 7.505 3.751 5.975
H -1.186 -4.782 -6.768
H -9.077 3.192 -5.912
H 9.025 2.830 5.779
H 7.993 4.228 9.394
H -9.334 4.847 -4.157
H 9.053 1.002 7.748
H 1.663 -1.607 1.438
H -4.150 5.537 6.907
H -1.105 -0.834 0.492
H 1.740 7.995 -1.295
H -1.933 -0.940 -7.352
H 10.147 -5.159 -2.119
C 4.871 -14.621 -1.779
H -13.091 0.504 -5.822
H 3.313 13.225 -2.685
H -7.486 2.602 -3.429
H -1.446 6.934 9.378
C -0.854 -2.398 -8.594
C -2.668 10.289 6.854
C -7.657 3.672 -3.546
H -6.961 4.204 -4.196
H -3.745 10.332 6.686
C -13.499 1.377 4.669
H -3.380 -5.689 -9.658
C -2.826 4.197 7.995
H 4.414 -10.340 -2.031
H 8.516 1.479 10.305
N 11.133 -3.832 -3.475
H -3.261 6.926 9.182
H -2.728 4.910 5.995
H -3.361 4.964 9.991
H -10.074 0.430 5.392
H 4.043 7.061 -3.942
H 2.238 11.233 -2.534
C -9.693 -0.689 3.563
H 2.900 -11.153 -1.807
C 8.650 -3.692 -2.931
C 3.959 13.073 -1.820
H 8.117 -3.871 -1.997
C -13.059 1.575 -6.021
H -13.695 1.626 -6.905
H -0.150 -2.774 -7.852
C -2.808 -5.826 -8.741
H 11.124 -1.799 -4.171
H -0.300 -0.483 -7.863
H 3.406 -16.111 -2.551
C 0.472 -1.058 -0.879
H 4.964 11.364 -2.542
H 4.605 -14.914 -0.764
H 0.170 -2.540 1.528
C -10.584 0.173 4.464
H -3.736 3.609 8.115
H 1.026 7.821 -4.108
H -3.464 -5.449 -7.956
H -2.686 -3.027 -9.628
H -0.515 5.308 7.152
H 4.454 -15.602 -3.788
H -1.987 3.615 7.614
H 4.744 11.409 -0.770
H -1.504 -4.898 -11.026
H 8.463 -1.607 -3.555
H 1.792 6.575 -3.248
H 3.398 9.959 -4.370
C 4.277 8.654 -1.276
C -2.515 4.984 9.303
H 12.559 -4.113 -1.792
H 4.179 7.573 -1.380
H 10.458 -0.188 10.255
H 6.640 -11.662 -1.746
H 3.636 13.442 -0.846
C 4.033 -12.522 0.509
H 11.272 -2.904 -1.435
H 3.967 8.864 -0.252
C -2.071 -3.308 -8.773
H 3.245 -13.343 -2.109
H -13.929 3.313 -5.182
H -13.940 0.499 2.725
H 2.487 -9.717 -0.011
H -0.163 -1.593 -1.585
H 9.298 4.629 8.165
H -9.010 0.006 3.075
H -0.257 -2.387 -9.506
C 9.422 1.792 9.786
H -11.953 3.656 -3.570
H 10.181 2.409 7.796
H -2.384 11.105 7.518
H 6.342 -11.230 -0.028
H -1.677 -0.572 -9.046
H 12.238 -7.070 -5.982
H -9.775 3.471 -3.030
H 9.430 -1.883 -2.189
H -10.943 0.999 -6.090
H 6.285 0.317 7.315
H -12.452 4.517 -6.282
C 3.469 -10.189 -0.027
H -1.122 -7.236 -6.595
H 5.956 -14.589 -1.682
C 3.873 9.247 -3.695
C -0.041 -0.603 0.465
C -14.438 0.789 3.650
H 0.018 -4.357 -10.265
C 9.283 1.959 8.218
C 0.578 -1.530 1.514
N 3.239 9.273 -2.251
C -12.474 0.768 6.848
H -2.182 10.520 5.906
H -0.202 -7.438 -8.118
C 10.586 0.895 10.251
H 5.133 -16.621 -2.655
C 11.962 -4.500 -4.606
H 11.261 -4.719 -5.411
C -2.314 6.442 8.942
C 9.161 -2.336 -3.142
C 3.331 7.867 -4.121
H 13.364 -5.681 -3.432
H -16.063 -0.380 4.546
H -15.214 1.527 3.449
C -11.577 1.836 -6.384
H -0.850 6.396 5.745
H 9.789 -5.458 -3.750
H -14.654 -0.166 6.458
H 11.548 1.218 9.852
H -14.007 1.945 -4.125
H 11.911 -6.447 -3.447
H 0.713 -0.150 -1.432
H -10.842 4.442 -7.033
H 1.047 9.165 -2.219
H -2.802 9.083 8.462
H -9.569 1.852 -4.729
H -10.843 1.151 4.059
H 7.924 -4.083 -3.644
H 4.143 -9.334 0.025
C 12.536 -5.858 -4.118
H 13.737 -6.092 -5.813
H -12.712 2.012 4.263
H -2.568 7.578 5.689
N -12.908 0.174 5.496
H -11.504 -1.390 5.612
C -15.000 -0.490 4.330
H -10.246 -1.129 2.732
C -2.859 7.767 6.722
H -13.866 -1.721 5.833
```

Result set for LUMO level: 0.3; -7.8 eV, one per record in the order listed.
Result set for HOMO level: -7.663; -11.932 eV, one per record in the order listed.
Result set for F_max: 3.31; 3.48 eV/A, one per record in the order listed.